(w)
DFT (ωB97M-V with the def2-TZVPD basis set) results for the ion C3H11N2 with charge +1.

Net charge: +1
Multiplicity: 1
Kohn-Sham gap: 0.474 hartree
SMILES: C[N+](C)(C)N

Geometry as XYZ:
```
16
C3H11N2 | OMol25 | ωB97M-V with the def2-TZVPD basis set
C 0.824 0.660 -0.845
C 0.211 -1.505 -0.027
C -0.018 0.459 1.452
N -1.531 0.158 -0.403
N -0.113 -0.022 0.047
H 0.676 0.453 -1.911
H 0.592 1.649 -0.902
H 1.832 0.683 -0.642
H 0.946 -1.798 0.595
H -0.597 -2.065 0.126
H 0.517 -1.591 -0.997
H -0.820 -0.103 1.895
H 1.081 0.425 1.762
H -0.240 1.436 1.373
H -1.904 0.996 -0.073
H -1.457 0.166 -1.448
```


(x)
DFT (ωB97M-V with the def2-TZVPD basis set) results for a cluster of 2 separate species, C3H11N2 in total.

Net charge: +1
Multiplicity: 1
Kohn-Sham gap: 0.394 hartree

Geometry as XYZ:
```
16
C3H11N2 | OMol25 | ωB97M-V with the def2-TZVPD basis set
C -2.241 0.987 -0.078
N -1.435 -0.284 -0.087
H -3.211 0.860 -0.533
H -1.723 1.797 -0.578
H -2.339 1.271 0.969
H -1.329 -0.538 -1.054
H -0.010 0.022 0.371
H -2.082 -0.969 0.289
C 1.740 -1.423 0.243
C 1.795 0.937 -0.042
N 1.128 -0.087 0.285
H 1.780 -1.720 -0.805
H 2.682 -1.437 0.773
H 1.030 -2.129 0.661
H 1.343 1.891 -0.268
H 2.872 0.821 -0.147
```


Most stable = (x)